(1)
This record from the Open Molecules 2025 dataset describes the molecule C5H8N2. The level of theory is ωB97M-V with the def2-TZVPD basis set.

E: -8294.434 eV
HOMO: -7.4865 eV
LUMO energy: 0.0403 hartree
HOMO-LUMO gap: 8.6 eV
ΔE to the lowest compared entry with this formula, charge and spin: 0.562 eV

Each line ends with the Löwdin charge.
Atoms and positions in Å:
C (-1.44990, -1.23108, 1.31404)  -0.044
N (-0.76092, -0.23610, 0.51687)  -0.186
C (-0.04529, 0.77043, 1.10039)  -0.120
C (0.90610, 1.21675, 0.22543)  -0.049
C (0.78860, 0.42853, -0.95768)  -0.350
N (1.68481, 0.52387, -2.03660)  0.070
C (-0.25410, -0.44736, -0.76030)  -0.059
H (-1.50638, -0.85904, 2.34011)  0.083
H (-2.46628, -1.43171, 0.96227)  0.084
H (-0.88356, -2.16905, 1.32765)  0.090
H (-0.26735, 1.07373, 2.11489)  0.114
H (1.62713, 2.00418, 0.39995)  0.097
H (1.94403, 1.47937, -2.24342)  0.078
H (1.38695, 0.05245, -2.87894)  0.078
H (-0.70385, -1.17497, -1.42466)  0.114

***

(2)
This record from the Open Molecules 2025 dataset describes the molecule C5H8N2. The level of theory is ωB97M-V with the def2-TZVPD basis set.

E: -8294.298 eV
HOMO: -7.4490 eV
LUMO energy: 0.0410 hartree
HOMO-LUMO gap: 8.6 eV
ΔE to the lowest compared entry with this formula, charge and spin: 0.699 eV

Each line ends with the Löwdin charge.
Atoms and positions in Å:
C (-0.94385, -0.13223, -2.12084)  -0.045
N (-0.33747, 0.29115, -0.86445)  -0.178
C (-1.15680, 0.59612, 0.18786)  -0.127
C (-0.50651, 0.36760, 1.36374)  -0.051
C (0.79788, -0.11081, 1.03621)  -0.349
N (1.68435, -0.54177, 2.03242)  0.073
C (0.89145, -0.12916, -0.33942)  -0.055
H (-2.00819, 0.11626, -2.06757)  0.080
H (-0.52414, 0.36256, -3.00174)  0.081
H (-0.87686, -1.21894, -2.25511)  0.089
H (-2.15539, 0.96589, -0.00027)  0.113
H (-0.90453, 0.49364, 2.36124)  0.098
H (1.66191, 0.01131, 2.87744)  0.079
H (2.62117, -0.80306, 1.76757)  0.078
H (1.75699, -0.26857, -0.97708)  0.110

***

(3)
This record from the Open Molecules 2025 dataset describes a structure of composition C5H8N2. The level of theory is ωB97M-V with the def2-TZVPD basis set.

E: -8292.663 eV
HOMO: -7.7113 eV
LUMO energy: 0.0400 hartree
HOMO-LUMO gap: 8.8 eV
ΔE to the lowest compared entry with this formula, charge and spin: 2.333 eV

Each line ends with the Löwdin charge.
Atoms and positions in Å:
C (1.70480, 0.84891, 1.51144)  -0.058
C (1.01376, 0.23944, 0.33835)  -0.224
C (1.48753, -0.21388, -0.83641)  -0.083
N (0.21617, -0.44588, -1.46556)  0.025
C (-0.34459, -0.06538, -0.16734)  -0.254
N (-2.55257, -0.68060, -0.82393)  0.029
C (-1.64402, -0.16032, 0.12204)  -0.138
H (1.40217, 1.88528, 1.69302)  0.074
H (1.55952, 0.28510, 2.43998)  0.073
H (2.78141, 0.85395, 1.30418)  0.076
H (2.46502, -0.32310, -1.28485)  0.108
H (0.03172, -1.41883, -1.71193)  0.111
H (-3.51419, -0.65443, -0.53149)  0.068
H (-2.45600, -0.28486, -1.75148)  0.081
H (-2.03578, 0.09997, 1.10450)  0.111

***

(4)
This record from the Open Molecules 2025 dataset describes the molecule C5H8N2. The level of theory is ωB97M-V with the def2-TZVPD basis set.

E: -8291.684 eV
HOMO: -6.9796 eV
LUMO energy: 0.0145 hartree
HOMO-LUMO gap: 7.4 eV
ΔE to the lowest compared entry with this formula, charge and spin: 3.312 eV

Each line ends with the Löwdin charge.
Atoms and positions in Å:
C (-1.32365, -0.96323, -0.38662)  -0.057
C (-1.15356, 1.09764, 1.05130)  -0.103
C (-0.36107, 1.93150, 0.36023)  -0.198
N (0.80298, 1.24108, -0.26959)  0.117
C (0.77728, -0.01406, 0.06808)  -0.360
N (1.68347, -0.95799, -0.28982)  0.161
C (-0.51877, -0.26686, 0.76302)  -0.346
H (-0.68158, -1.41798, -1.15539)  0.069
H (-1.96162, -1.74430, 0.02113)  0.073
H (-1.93908, -0.20173, -0.86828)  0.076
H (-0.39295, 2.99837, 0.16491)  0.063
H (1.42006, 1.61654, -0.97850)  0.152
H (2.65704, -0.69923, -0.30469)  0.109
H (1.50881, -1.88091, 0.08279)  0.113
H (-0.41527, -0.93608, 1.62731)  0.130

***

(5)
This record from the Open Molecules 2025 dataset describes the molecule C5H8N2 at a distorted geometry. The level of theory is ωB97M-V with the def2-TZVPD basis set.

E: -8293.124 eV
HOMO: -7.9825 eV
LUMO energy: 0.0339 hartree
HOMO-LUMO gap: 8.9 eV
ΔE to the lowest compared entry with this formula, charge and spin: 1.872 eV

Each line ends with the Löwdin charge.
Atoms and positions in Å:
N (0.59728, 0.36624, 2.39218)  0.144
C (-0.20825, 0.07603, 1.60950)  -0.266
C (-1.46116, -0.15813, 0.80464)  -0.171
C (-1.31658, 0.46590, -0.58419)  -0.213
C (-0.00049, 0.01972, -1.15774)  -0.129
C (0.98146, -0.57024, -0.44071)  -0.270
N (2.31795, -0.22001, -0.62319)  0.056
H (-1.68694, -1.22814, 0.69310)  0.125
H (-2.23846, 0.29136, 1.42143)  0.114
H (-1.27409, 1.56412, -0.47133)  0.120
H (-2.17674, 0.27998, -1.24020)  0.110
H (0.27194, 0.37141, -2.14347)  0.096
H (0.82077, -1.38571, 0.26008)  0.110
H (2.94468, -0.65810, 0.03684)  0.082
H (2.42862, 0.78555, -0.55694)  0.092

***

(6)
This record from the Open Molecules 2025 dataset describes the molecule C5H8N2. The level of theory is ωB97M-V with the def2-TZVPD basis set.

E: -8294.913 eV
HOMO: -7.9157 eV
LUMO energy: 0.0386 hartree
HOMO-LUMO gap: 9.0 eV
ΔE to the lowest compared entry with this formula, charge and spin: 0.083 eV

Each line ends with the Löwdin charge.
Atoms and positions in Å:
C (0.63077, 2.06906, -1.04123)  -0.068
C (0.15191, 0.74122, -0.53507)  -0.306
C (-0.67339, -0.13965, -1.19204)  -0.094
N (-0.88141, -1.21994, -0.37454)  0.059
C (-0.19931, -1.05313, 0.79955)  -0.386
N (-0.23682, -2.10011, 1.75414)  0.074
C (0.44810, 0.15864, 0.73342)  -0.015
H (0.23277, 2.89173, -0.43553)  0.074
H (1.72433, 2.14351, -1.01274)  0.074
H (0.31356, 2.23475, -2.07616)  0.072
H (-1.12005, -0.08235, -2.17579)  0.113
H (-1.42717, -2.04200, -0.57467)  0.148
H (0.70423, -2.35640, 2.03113)  0.076
H (-0.74177, -1.83386, 2.59286)  0.076
H (1.07425, 0.58853, 1.50669)  0.105

***

(7)
This record from the Open Molecules 2025 dataset describes the molecule C5H8N2 at a distorted geometry. The level of theory is ωB97M-V with the def2-TZVPD basis set.

E: -8291.228 eV
HOMO: -8.7353 eV
LUMO energy: 0.0426 hartree
HOMO-LUMO gap: 9.9 eV
ΔE to the lowest compared entry with this formula, charge and spin: 3.768 eV

Each line ends with the Löwdin charge.
Atoms and positions in Å:
C (1.14940, -1.28014, 0.02067)  -0.150
N (-0.03747, -1.78058, -0.09721)  0.043
N (-0.82504, -0.74998, -0.54012)  -0.144
C (-2.12650, -0.22043, -0.04294)  -0.040
C (-0.82690, 0.40444, 0.36601)  -0.291
C (0.28740, 1.25318, -0.18832)  -0.155
C (1.48363, 0.21887, -0.12996)  -0.145
H (1.90761, -1.95345, 0.34019)  0.087
H (-2.71284, 0.24827, -0.84111)  0.100
H (-2.70526, -0.69642, 0.77038)  0.108
H (-0.49408, 0.00211, 1.36288)  0.145
H (0.54955, 2.15491, 0.44164)  0.112
H (0.08570, 1.61915, -1.19881)  0.106
H (2.08140, 0.27784, -1.01448)  0.090
H (2.18340, 0.50222, 0.75118)  0.132

***

(8)
This record from the Open Molecules 2025 dataset describes the molecule C5H8N2. The level of theory is ωB97M-V with the def2-TZVPD basis set.

E: -8292.342 eV
HOMO: -7.9219 eV
LUMO energy: 0.0369 hartree
HOMO-LUMO gap: 8.9 eV
ΔE to the lowest compared entry with this formula, charge and spin: 2.654 eV

Each line ends with the Löwdin charge.
Atoms and positions in Å:
C (1.68246, 1.03951, -0.70835)  0.008
C (0.69959, 0.24384, -1.10980)  -0.201
C (0.74800, -1.26118, -1.06053)  -0.223
N (-0.28680, -1.85168, -0.18115)  0.062
C (-0.72508, -1.07431, 0.67502)  -0.144
C (-1.01348, -0.08796, 1.49431)  -0.217
N (-1.94354, 0.95080, 1.24277)  0.018
H (1.57459, 2.11703, -0.70138)  0.055
H (2.62446, 0.63593, -0.34738)  0.059
H (-0.24939, 0.67743, -1.43349)  0.104
H (1.71921, -1.59490, -0.67325)  0.114
H (0.61723, -1.70729, -2.05242)  0.107
H (-0.38248, 0.02746, 2.37125)  0.111
H (-2.53495, 1.13238, 2.04409)  0.069
H (-2.52982, 0.75294, 0.44029)  0.078

***

(9)
This record from the Open Molecules 2025 dataset describes the molecule C5H8N2. The level of theory is ωB97M-V with the def2-TZVPD basis set.

E: -8292.225 eV
HOMO: -9.5768 eV
LUMO energy: 0.0403 hartree
HOMO-LUMO gap: 10.7 eV
ΔE to the lowest compared entry with this formula, charge and spin: 2.772 eV

Each line ends with the Löwdin charge.
Atoms and positions in Å:
C (-1.24216, -1.78080, -0.54406)  0.023
C (-0.23467, -0.95370, -0.79036)  -0.148
C (0.65046, -0.35819, 0.27919)  -0.368
N (2.05992, -0.53734, -0.02837)  0.050
C (0.18141, 1.05505, 0.43730)  -0.314
N (0.53923, 2.25649, 0.39289)  0.166
C (-0.94475, 1.94369, 0.59181)  -0.110
H (-1.89586, -2.13384, -1.33577)  0.058
H (-1.45310, -2.13156, 0.46416)  0.065
H (-0.04774, -0.59426, -1.80343)  0.113
H (0.43722, -0.86838, 1.22791)  0.148
H (2.63486, -0.10422, 0.68839)  0.079
H (2.29069, -0.07520, -0.90354)  0.078
H (-1.37045, 2.13507, 1.57588)  0.078
H (-1.60506, 2.14718, -0.25199)  0.081

***

(10)
This record from the Open Molecules 2025 dataset describes the molecule C5H8N2. The level of theory is ωB97M-V with the def2-TZVPD basis set.

E: -8294.400 eV
HOMO: -7.5524 eV
LUMO energy: 0.0386 hartree
HOMO-LUMO gap: 8.6 eV
ΔE to the lowest compared entry with this formula, charge and spin: 0.596 eV

Each line ends with the Löwdin charge.
Atoms and positions in Å:
C (-1.24031, -1.24889, 0.51225)  -0.040
N (-0.14703, -0.57577, -0.17291)  -0.130
C (1.15069, -1.04847, -0.04434)  -0.129
C (1.99505, 0.01318, 0.05092)  -0.100
C (1.20262, 1.21074, -0.02758)  -0.049
C (-0.09303, 0.80417, -0.19036)  -0.373
N (-1.31649, 1.45522, -0.43371)  0.092
H (-2.17944, -0.72887, 0.31755)  0.075
H (-1.31557, -2.28588, 0.17800)  0.086
H (-1.06017, -1.23086, 1.59484)  0.096
H (1.33320, -2.11388, -0.07898)  0.110
H (3.07373, -0.04084, 0.11166)  0.090
H (1.56830, 2.22959, -0.00517)  0.093
H (-1.20272, 2.44515, -0.60928)  0.086
H (-1.71473, 1.02866, -1.26480)  0.092